P:
Formula: C3H7N4
Source: the OMol25 dataset
Level of theory: ωB97M-V with the def2-TZVPD basis set

Frontier orbital gap (spin up / spin down)   7.12 / 7.11 eV
Molecular weight   99.12 g/mol
Total charge   +1
E_HOMO (spin up / spin down)   -13.9 / -13.9 eV
2S+1   1

Geometry (Å):
C 1.5015 1.0964 -1.2175
C 0.1307 1.1490 -1.6460
C 1.0046 0.1920 0.8821
N 1.7866 0.7720 -0.0685
N -0.5034 0.4039 -0.8362
N -0.2407 -0.2056 0.1605
N -1.9311 -1.4044 1.0621
H 2.3671 1.5256 -1.8113
H -0.2365 1.4891 -2.5629
H 1.4597 -0.7788 1.2513
H 0.8860 0.8701 1.6595
H -2.6891 -1.3751 0.3279
H -2.2914 -1.5528 1.9695
H -1.2440 -2.1815 0.8295

Charges per atom according to Mulliken partitioning, unit e: number 1, C, carries 0.00; number 2, C, carries -0.25; number 3, C, carries -0.35; number 4, N, carries -0.19; number 5, N, carries 0.02; number 6, N, carries 0.10; number 7, N, carries -0.62; number 8, H, carries 0.37; number 9, H, carries 0.44; number 10, H, carries 0.28; number 11, H, carries 0.33; number 12, H, carries 0.30; number 13, H, carries 0.25; number 14, H, carries 0.32

=====

Q:
Formula: C3H7N4
Source: the OMol25 dataset
Level of theory: ωB97M-V with the def2-TZVPD basis set

Frontier orbital gap   8.75 eV
Molecular weight   99.12 g/mol
Total charge   +1
E_HOMO   -14.7 eV
2S+1   1
Structure (SMILES)   N[N+]1=NC=NCC1

Geometry (Å):
N 1.8020 0.7016 0.3411
N 0.5829 0.4777 -0.0889
N -0.2680 1.3839 -0.1094
C -1.6065 0.9993 -0.0917
N -1.8982 -0.1847 0.2568
C -0.8209 -1.0873 0.4616
C 0.1994 -0.8306 -0.6417
H 2.8113 0.3355 0.1194
H 1.8961 1.6171 0.7405
H -2.3374 1.8319 -0.4851
H -0.9867 -2.1198 0.6002
H -0.3257 -0.7033 1.2941
H 0.9865 -1.5916 -0.6749
H -0.0349 -0.8296 -1.7221

Charges per atom according to Mulliken partitioning, unit e: number 1, N, carries -0.65; number 2, N, carries 1.19; number 3, N, carries -0.73; number 4, C, carries 0.08; number 5, N, carries -0.38; number 6, C, carries -0.35; number 7, C, carries -0.61; number 8, H, carries 0.33; number 9, H, carries 0.29; number 10, H, carries 0.36; number 11, H, carries 0.46; number 12, H, carries 0.36; number 13, H, carries 0.36; number 14, H, carries 0.28

=====

Q has the most favorable energy; the next structure is 77.2 kJ/mol above.

=====

P:
Formula: C3H7N4
Source: the OMol25 dataset
Level of theory: ωB97M-V with the def2-TZVPD basis set

Frontier orbital gap (spin up / spin down)   6.08 / 6.08 eV
Molecular weight   99.12 g/mol
Total charge   +1
E_HOMO (spin up / spin down)   -13.6 / -13.6 eV
2S+1   1

Geometry (Å):
C 1.9441 0.3061 -0.5923
C 1.5771 -1.1683 -0.7291
C 0.3887 0.4559 1.2537
N 1.4303 0.8476 0.4048
N 0.5997 -1.4761 0.0505
N -0.1730 -0.7459 0.6999
N -2.5433 0.3950 -0.5726
H 2.6815 0.8353 -1.2386
H 2.1783 -2.0042 -1.1778
H 0.8468 0.4044 2.2544
H -0.3168 1.2534 1.1256
H -2.8693 1.1318 0.0195
H -2.7741 -0.5285 -0.0685
H -2.9699 0.2934 -1.4295

Charges per atom according to Mulliken partitioning, unit e: number 1, C, carries -0.02; number 2, C, carries -0.02; number 3, C, carries -0.20; number 4, N, carries -0.22; number 5, N, carries -0.06; number 6, N, carries 0.07; number 7, N, carries -0.66; number 8, H, carries 0.38; number 9, H, carries 0.40; number 10, H, carries 0.34; number 11, H, carries 0.29; number 12, H, carries 0.23; number 13, H, carries 0.25; number 14, H, carries 0.22

=====

Q:
Formula: C3H7N4
Source: the OMol25 dataset
Level of theory: ωB97M-V with the def2-TZVPD basis set

Frontier orbital gap (spin up / spin down)   7.63 / 7.62 eV
Molecular weight   99.12 g/mol
Total charge   +1
E_HOMO (spin up / spin down)   -11.8 / -11.8 eV
2S+1   1

Geometry (Å):
C -0.9252 1.1812 0.0081
C 1.0054 -0.1155 0.0053
C -0.1538 -0.9583 0.0090
N -1.3757 -0.0909 0.0070
N -2.5978 -0.6022 -0.0686
N 0.5117 1.1147 0.0025
N 2.2667 -0.4970 -0.0227
H -1.4328 2.2129 -0.1515
H -0.2683 -1.3718 1.0829
H -0.2210 -1.6798 -0.7806
H -3.3405 0.1001 0.0481
H 0.9460 2.0072 0.0205
H 2.4636 -1.4515 -0.1733
H 3.1217 0.1507 0.0134

Charges per atom according to Mulliken partitioning, unit e: number 1, C, carries -0.17; number 2, C, carries 0.48; number 3, C, carries -0.42; number 4, N, carries 0.56; number 5, N, carries -1.02; number 6, N, carries -0.06; number 7, N, carries -0.39; number 8, H, carries 0.34; number 9, H, carries 0.33; number 10, H, carries 0.42; number 11, H, carries 0.24; number 12, H, carries 0.19; number 13, H, carries 0.24; number 14, H, carries 0.27

=====

Q has the most favorable energy; the next structure is 218.6 kJ/mol above.

=====

P:
Formula: C2H6N4
Source: the OMol25 dataset
Level of theory: ωB97M-V with the def2-TZVPD basis set

Frontier orbital gap   9.86 eV
Molecular weight   86.10 g/mol
Total charge   0
E_HOMO   -8.9 eV
2S+1   1
Structure (SMILES)   [H]/N=C(/N)NN=C

Geometry (Å):
H 1.3393 -0.8949 0.4147
N 1.4400 0.0739 0.6083
C 0.5543 0.6873 -0.0086
N 0.2290 2.0294 0.0867
N -0.3903 0.0510 -0.9827
N -0.5291 -1.2806 -0.8831
C -0.7278 -1.8211 0.3000
H -0.7201 2.3024 -0.0437
H 0.5825 2.5631 0.8741
H -0.3113 0.5680 -1.8707
H -0.6593 -1.4010 1.3089
H -0.8071 -2.8774 0.1960

Charges per atom according to Mulliken partitioning, unit e: number 1, H, carries 0.34; number 2, N, carries -0.67; number 3, C, carries 0.53; number 4, N, carries -0.55; number 5, N, carries 0.06; number 6, N, carries -0.63; number 7, C, carries -0.50; number 8, H, carries 0.23; number 9, H, carries 0.24; number 10, H, carries 0.27; number 11, H, carries 0.37; number 12, H, carries 0.30

=====

Q:
Formula: C2H6N4
Source: the OMol25 dataset
Level of theory: ωB97M-V with the def2-TZVPD basis set

Frontier orbital gap   9.64 eV
Molecular weight   86.10 g/mol
Total charge   0
E_HOMO   -9.2 eV
2S+1   1

Geometry (Å):
C 0.4507 0.8911 0.3215
C -0.7868 -0.9683 -0.8119
H 1.3794 0.1898 -1.0310
H 1.7571 1.9409 -1.0032
H 0.2976 0.8435 2.2538
H -0.7039 -0.6999 1.1965
H -0.4602 -0.4546 -1.6383
H -2.0114 -2.0794 0.4872
N 1.1321 1.1284 -0.8349
N 0.9771 1.3598 1.5218
N -0.6719 0.0286 0.2476
N -1.3599 -2.1799 -0.7092

Charges per atom according to Mulliken partitioning, unit e: number 1, C, carries 0.45; number 2, C, carries -0.10; number 3, H, carries 0.23; number 4, H, carries 0.26; number 5, H, carries 0.20; number 6, H, carries 0.27; number 7, H, carries 0.53; number 8, H, carries 0.26; number 9, N, carries -0.48; number 10, N, carries -0.62; number 11, N, carries -0.43; number 12, N, carries -0.57

=====

P has the most favorable energy; the next structure is 192.3 kJ/mol above.